[1]
{"formula": "C19H25K2N4O7S", "method": "ωB97M-V/def2-TZVPD", "symbols": ["K", "K", "O", "C", "O", "O", "H", "C", "C", "O", "S", "O", "O", "O", "H", "H", "H", "H", "N", "C", "C", "C", "C", "H", "H", "H", "H", "H", "N", "C", "C", "C", "C", "H", "H", "H", "H", "H", "N", "C", "C", "C", "C", "H", "H", "H", "H", "H", "N", "C", "C", "C", "C", "H", "H", "H", "H", "H"], "coordinates": [[-3.06143, 1.67241, 2.69630], [3.68009, -0.14540, 3.84819], [0.78387, -0.15247, 0.49986], [0.55710, 0.57310, 1.52348], [1.52366, 0.88928, 2.30810], [-0.60273, 0.93301, 1.78759], [-0.09200, -0.25839, 0.12139], [-2.51592, -3.71436, 2.55114], [-1.52843, -2.58226, 2.26445], [-1.83283, -2.24491, 0.89899], [-3.49482, -2.37125, 0.65070], [-3.80447, -2.75263, -0.70298], [-4.10005, -1.12236, 1.13403], [-3.64322, -3.55413, 1.75202], [-2.88664, -3.65996, 3.57472], [-2.06678, -4.70569, 2.49097], [-0.53127, -3.00811, 2.37591], [-1.65169, -1.69497, 2.88543], [-3.19317, 2.83883, -2.35551], [-1.89685, 2.41085, -2.30592], [-1.86405, 1.08967, -1.94182], [-3.21695, 0.73030, -1.73340], [-4.04897, 1.81296, -1.99759], [-3.57688, 3.75864, -2.51924], [-1.10657, 3.08899, -2.59227], [-0.98990, 0.47906, -1.77028], [-3.62606, -0.22046, -1.42505], [-5.10771, 1.97376, -1.85757], [3.56021, -0.72445, 0.42296], [4.18041, -1.94450, 0.37321], [5.52970, -1.74760, 0.75783], [5.64603, -0.37511, 0.96510], [4.40482, 0.28968, 0.76898], [2.56386, -0.58880, 0.32820], [3.58870, -2.81456, 0.12975], [6.30776, -2.48710, 0.87688], [6.50005, 0.19628, 1.29763], [4.07340, 1.30030, 0.95664], [0.20973, 3.83286, 0.42435], [1.50942, 3.93258, 0.66525], [1.82364, 5.22090, 0.69964], [0.70624, 5.99606, 0.63900], [-0.36624, 5.08073, 0.47478], [-0.32426, 3.00130, 0.21586], [2.06372, 3.01472, 0.53615], [2.79878, 5.59883, 0.96920], [0.68210, 7.07571, 0.62541], [-1.43397, 5.16832, 0.33812], [-0.40810, -2.32055, -1.56262], [-0.99268, -2.37942, -2.77948], [-0.14029, -3.08873, -3.63492], [0.83927, -3.63229, -2.86409], [0.68194, -3.12956, -1.55177], [-0.77032, -1.89480, -0.72140], [-1.82688, -1.75634, -3.06629], [-0.33590, -3.32946, -4.66941], [1.62766, -4.30556, -3.16665], [1.19585, -3.25292, -0.60992]], "nbo_charge": [0.99, 0.99, -0.70, 0.96, -0.86, -0.88, 0.51, -0.10, -0.10, -0.71, 2.48, -0.82, -0.93, -0.65, 0.20, 0.21, 0.22, 0.19, -0.51, -0.06, -0.34, -0.31, -0.09, 0.42, 0.22, 0.22, 0.22, 0.22, -0.50, -0.08, -0.31, -0.33, -0.13, 0.44, 0.22, 0.24, 0.22, 0.23, -0.50, -0.05, -0.31, -0.29, -0.11, 0.42, 0.20, 0.22, 0.23, 0.20, -0.51, -0.08, -0.29, -0.29, -0.11, 0.41, 0.22, 0.23, 0.23, 0.19], "charge": 1, "homo_lumo_gap_ev": 6.6, "total_energy_ha": -3082.569494, "lumo_ha": -0.115}



[2]
{"formula": "C19H25MnN4O2P", "method": "ωB97M-V/def2-TZVPD", "symbols": ["Mn", "N", "C", "C", "C", "O", "O", "H", "H", "H", "H", "H", "H", "C", "C", "C", "C", "C", "C", "C", "C", "C", "C", "H", "H", "H", "H", "H", "H", "H", "C", "N", "C", "N", "C", "N", "C", "P", "C", "C", "H", "H", "H", "H", "H", "H", "H", "H", "H", "H", "H", "H"], "coordinates": [[-0.15472, 0.84402, 0.46353], [0.58950, 0.48975, 2.60687], [0.39855, 1.58373, 3.58907], [0.58096, 2.96147, 2.95662], [-0.60633, 3.32945, 2.09025], [-1.41979, 4.15481, 2.45188], [-0.70179, 2.64311, 0.97590], [0.36600, -0.39759, 3.04461], [1.56969, 0.41896, 2.34325], [1.09142, 1.46877, 4.42426], [-0.61193, 1.49646, 3.99292], [1.49920, 2.97631, 2.36092], [0.67115, 3.70335, 3.74747], [4.56247, 3.32094, -1.23868], [3.17491, 3.59662, -1.23379], [2.28084, 2.60760, -0.94310], [2.69138, 1.28063, -0.63488], [1.73619, 0.24949, -0.30129], [2.27135, -0.99276, -0.04926], [3.66069, -1.28364, -0.09984], [4.55003, -0.29488, -0.38613], [4.08618, 1.01844, -0.66064], [5.00241, 2.06088, -0.96135], [5.26941, 4.11004, -1.46388], [2.82221, 4.59426, -1.46396], [1.22353, 2.84324, -0.94865], [1.60898, -1.82214, 0.20160], [4.01184, -2.29027, 0.09676], [5.61597, -0.49372, -0.41211], [6.06366, 1.83546, -0.96965], [-4.63047, -2.17929, -0.84336], [-3.40449, -2.88585, -0.46317], [-3.46347, -3.17292, 0.96986], [-3.68248, -1.99212, 1.80564], [-4.89472, -1.30847, 1.34988], [-4.87972, -0.96140, -0.07158], [-3.89520, 0.07721, -0.37471], [-2.17892, -0.47585, 0.02783], [-2.21270, -2.11595, -0.82357], [-2.52816, -1.09774, 1.75279], [-5.47001, -2.85687, -0.68054], [-4.58832, -1.93180, -1.90499], [-2.53687, -3.66215, 1.27467], [-4.28962, -3.86488, 1.13844], [-5.03743, -0.40159, 1.93788], [-5.74262, -1.97239, 1.52452], [-4.11200, 0.99474, 0.17351], [-3.93971, 0.31838, -1.43818], [-1.30438, -2.67214, -0.58608], [-2.20708, -1.94550, -1.90215], [-2.68872, -0.23695, 2.40527], [-1.64578, -1.62542, 2.12164]], "lowdin_spin": [4.61, 0.05, 0.00, 0.00, 0.01, 0.01, 0.10, 0.00, 0.00, 0.00, 0.00, 0.00, 0.00, 0.00, 0.00, 0.01, 0.01, 0.03, 0.03, 0.00, 0.01, 0.00, 0.00, 0.00, 0.00, 0.00, 0.00, 0.00, 0.00, 0.00, 0.00, 0.00, 0.00, 0.00, 0.00, 0.00, 0.01, 0.06, 0.01, 0.01, 0.00, 0.00, 0.00, 0.00, 0.00, 0.00, 0.00, 0.00, 0.00, 0.00, 0.00, 0.00], "charge": 0, "homo_lumo_gap_ev": [7.9, 8.0], "s_squared": 8.76, "spin_multiplicity": 6, "total_energy_ha": -2600.883744, "lumo_ha": [0.008, 0.007]}



Which value of charge does entry 1 give? +1